[1]
Below is a cluster of 11 separate species, C50H87F9O30 in total at a distorted geometry, with properties calculated with wB97M-V/def2-TZVPD.

M ... 1339.198 g/mol
E_tot ... -139132.4856 eV
Orbital gap ... 9.17 eV
E_HOMO ... -9.17 eV
Structure (SMILES) ... CCOC(=O)C(F)(F)F.CCOC(=O)C(F)(F)F.CCOC(=O)C(F)(F)F.C[C@H]1COC(=O)O1.C[C@H]1COC(=O)O1.C[C@H]1COC(=O)O1.C[C@H]1COC(=O)O1.C[C@H]1COC(=O)O1.COCCOCCOC.COCCOCCOC.COCCOCCOC

Positions of all 176 atoms, in Å:
C: -8.297 1.698 -2.421
C: -7.928 0.527 -1.411
O: -6.930 -0.331 -1.951
C: -5.666 -0.306 -1.423
O: -5.280 0.445 -0.530
C: -4.622 -1.216 -2.098
F: -3.665 -0.463 -2.582
F: -4.067 -2.104 -1.213
F: -5.194 -1.837 -3.129
H: -8.699 1.459 -3.406
H: -7.376 2.252 -2.599
H: -9.003 2.387 -1.958
H: -8.833 -0.019 -1.146
H: -7.735 1.128 -0.522
C: 4.247 3.265 -5.189
C: 2.948 2.686 -5.377
O: 2.545 1.996 -4.220
C: 3.057 0.752 -3.980
O: 3.641 0.035 -4.867
C: 2.672 0.175 -2.572
F: 3.797 0.123 -1.804
F: 1.707 0.929 -2.086
F: 2.176 -1.095 -2.841
H: 4.292 4.255 -5.641
H: 4.993 2.633 -5.671
H: 4.652 3.251 -4.176
H: 2.918 2.052 -6.264
H: 2.181 3.457 -5.453
C: 2.476 4.898 1.471
C: 2.035 3.626 0.788
O: 3.033 2.627 0.614
C: 3.547 2.004 1.733
O: 3.149 2.089 2.966
C: 4.717 1.023 1.504
F: 4.616 -0.103 2.251
F: 4.892 0.552 0.231
F: 5.845 1.717 1.906
H: 2.014 5.721 0.926
H: 3.525 4.897 1.173
H: 2.245 4.968 2.534
H: 1.771 3.879 -0.239
H: 1.042 3.231 1.005
C: -3.030 -5.312 -2.973
C: -1.979 -5.989 -2.036
C: -0.462 -5.808 -2.369
O: 0.018 -5.319 -1.146
C: -0.915 -5.190 -0.172
O: -0.607 -4.828 1.003
O: -2.152 -5.361 -0.771
H: -2.994 -4.224 -3.019
H: -4.034 -5.572 -2.638
H: -3.186 -5.749 -3.960
H: -2.108 -7.044 -1.792
H: -0.294 -5.154 -3.225
H: -0.030 -6.767 -2.655
C: -0.198 3.754 4.377
C: -1.338 2.687 4.529
C: -1.274 1.548 3.514
O: -0.752 0.394 4.135
C: -0.901 0.624 5.464
O: -0.679 -0.234 6.350
O: -1.189 1.866 5.687
H: 0.045 4.327 5.272
H: -0.499 4.337 3.507
H: 0.704 3.171 4.191
H: -2.263 3.264 4.495
H: -0.616 1.748 2.668
H: -2.266 1.463 3.071
C: -0.860 3.105 -4.215
C: -0.854 1.732 -5.043
C: -1.626 0.644 -4.345
O: -2.424 0.138 -5.333
C: -2.663 0.988 -6.284
O: -3.569 0.997 -7.155
O: -1.695 1.891 -6.238
H: -0.058 3.728 -4.610
H: -0.605 2.930 -3.169
H: -1.824 3.607 -4.297
H: 0.087 1.270 -5.341
H: -2.062 1.037 -3.427
H: -0.847 -0.114 -4.255
C: 0.383 -1.543 1.733
C: 0.380 -0.906 0.281
C: -1.022 -1.157 -0.348
O: -1.466 0.097 -0.805
C: -0.691 1.067 -0.221
O: -0.783 2.333 -0.358
O: 0.312 0.469 0.536
H: -0.453 -1.246 2.367
H: 1.282 -1.377 2.326
H: 0.439 -2.628 1.650
H: 1.226 -1.237 -0.322
H: -1.640 -1.669 0.390
H: -0.932 -1.734 -1.269
C: -2.996 -1.703 3.887
C: -4.120 -2.611 4.273
C: -4.016 -3.085 5.784
O: -5.285 -2.859 6.223
C: -5.948 -2.056 5.466
O: -7.013 -1.545 5.618
O: -5.182 -1.693 4.418
H: -2.094 -2.306 3.791
H: -2.772 -0.899 4.588
H: -3.089 -1.416 2.839
H: -4.383 -3.401 3.570
H: -3.304 -2.406 6.253
H: -3.643 -4.109 5.818
C: 2.887 -3.965 0.406
O: 3.123 -3.257 -0.845
C: 4.479 -3.292 -1.315
C: 4.578 -3.150 -2.819
O: 4.167 -4.383 -3.337
C: 4.318 -4.556 -4.779
C: 2.961 -4.135 -5.431
O: 3.044 -4.459 -6.827
C: 2.034 -4.030 -7.642
H: 3.294 -3.371 1.224
H: 3.282 -4.965 0.586
H: 1.821 -4.050 0.616
H: 5.016 -4.161 -0.936
H: 4.966 -2.427 -0.866
H: 5.568 -2.778 -3.081
H: 3.968 -2.381 -3.294
H: 4.548 -5.585 -5.056
H: 5.184 -3.979 -5.103
H: 2.840 -3.053 -5.384
H: 2.102 -4.361 -4.800
H: 2.000 -2.963 -7.420
H: 1.104 -4.548 -7.408
H: 2.225 -4.326 -8.673
C: -0.703 8.071 -0.325
O: 0.047 7.137 -1.052
C: -0.396 5.810 -1.037
C: -1.831 5.620 -1.651
O: -2.837 6.074 -0.785
C: -4.085 6.517 -1.347
C: -5.163 6.871 -0.376
O: -5.486 5.725 0.401
C: -4.755 5.523 1.596
H: -1.517 8.427 -0.956
H: -0.030 8.864 0.001
H: -1.109 7.613 0.577
H: -0.343 5.450 -0.010
H: 0.289 5.151 -1.570
H: -1.945 4.573 -1.932
H: -1.739 6.109 -2.620
H: -4.403 5.715 -2.013
H: -3.754 7.448 -1.808
H: -6.080 7.126 -0.908
H: -4.933 7.757 0.216
H: -3.731 5.290 1.304
H: -5.089 4.658 2.169
H: -4.762 6.414 2.224
C: 5.442 -3.280 8.004
O: 6.424 -2.277 7.685
C: 5.937 -1.287 6.780
C: 5.581 -1.665 5.246
O: 4.353 -2.259 5.246
C: 3.921 -2.848 3.955
C: 3.569 -4.273 4.173
O: 2.249 -4.425 4.761
C: 1.145 -4.052 3.929
H: 5.543 -4.062 7.252
H: 4.394 -2.978 8.008
H: 5.737 -3.649 8.986
H: 6.655 -0.467 6.754
H: 5.134 -0.673 7.187
H: 6.281 -2.366 4.791
H: 5.704 -0.731 4.699
H: 4.585 -2.847 3.090
H: 2.990 -2.318 3.750
H: 4.353 -4.728 4.777
H: 3.596 -4.842 3.244
H: 1.478 -4.256 2.912
H: 0.838 -3.013 4.052
H: 0.311 -4.704 4.189

---

[2]
Below is a cluster of 2 separate species, C2H6O2SSi in total at a distorted geometry, with properties calculated with wB97M-V/def2-TZVPD.

Energy relative to the best compared isomer or geometry (same formula, charge and spin) ... 70.3 kcal/mol
M ... 122.221 g/mol
E_tot ... -24975.7000 eV
Orbital gap ... 8.50 eV
E_HOMO ... -8.96 eV

Positions of all 12 atoms, in Å:
C: -0.545 0.586 0.118
C: 2.089 1.622 0.376
O: -1.547 1.206 -0.091
O: -0.430 -0.762 -0.120
Si: -1.928 -1.681 -0.108
S: 3.441 1.080 -0.396
H: 0.389 0.812 0.705
H: 1.649 2.406 -0.205
H: -2.983 -0.782 0.365
H: -2.507 -1.828 -1.607
H: -1.500 -2.856 0.488
H: 3.873 0.195 0.475

---

[3]
Below is a cluster of 4 separate species, C24H72N12O4P4 in total at a distorted geometry, with properties calculated with wB97M-V/def2-TZVPD.

Energy relative to the best compared isomer or geometry (same formula, charge and spin) ... 150.1 kcal/mol
M ... 716.816 g/mol
E_tot ... -89281.9988 eV
Orbital gap ... 8.28 eV
E_HOMO ... -7.89 eV
Structure (SMILES) ... CN(C)P(=O)(N(C)C)N(C)C.CN(C)P(=O)(N(C)C)N(C)C.CN(C)P(=O)(N(C)C)N(C)C.CN(C)P(=O)(N(C)C)N(C)C

Positions of all 116 atoms, in Å:
C: -8.448 0.016 18.916
N: -8.378 0.323 20.354
C: -7.101 0.842 20.953
P: -9.780 -0.111 21.249
O: -11.042 -0.530 20.483
N: -9.378 -1.377 22.356
C: -8.711 -1.214 23.643
C: -10.181 -2.589 22.339
N: -10.046 1.288 22.166
C: -11.122 1.306 23.166
C: -9.851 2.623 21.536
H: -8.495 1.004 18.459
H: -9.331 -0.605 18.763
H: -7.522 -0.504 18.668
H: -6.750 1.664 20.329
H: -6.268 0.177 21.182
H: -7.343 1.310 21.907
H: -9.327 -0.952 24.504
H: -8.307 -2.168 23.981
H: -7.888 -0.508 23.534
H: -9.962 -3.188 23.224
H: -11.254 -2.407 22.278
H: -9.956 -3.148 21.431
H: -11.154 2.251 23.709
H: -12.134 1.077 22.830
H: -10.994 0.553 23.944
H: -8.772 2.735 21.423
H: -10.237 3.410 22.184
H: -10.314 2.661 20.550
C: -7.563 6.673 26.165
N: -7.769 5.322 26.634
C: -7.038 4.837 27.836
P: -8.224 4.159 25.430
O: -9.177 4.703 24.440
N: -6.734 3.509 24.887
C: -6.209 4.268 23.638
C: -5.748 2.772 25.609
N: -9.056 2.739 26.175
C: -10.205 2.955 26.991
C: -8.847 1.327 25.846
H: -6.806 6.745 25.384
H: -7.284 7.272 27.032
H: -8.535 7.001 25.796
H: -7.368 5.346 28.742
H: -5.968 5.038 27.784
H: -7.288 3.798 28.049
H: -5.470 3.727 23.047
H: -6.936 4.586 22.890
H: -5.787 5.237 23.907
H: -4.928 2.442 24.972
H: -5.361 3.289 26.486
H: -6.134 1.811 25.950
H: -10.070 2.497 27.971
H: -10.349 4.032 27.069
H: -11.133 2.605 26.540
H: -9.793 0.789 25.795
H: -8.083 0.982 26.543
H: -8.458 1.418 24.831
C: 0.553 4.756 10.677
N: 0.530 6.205 10.560
C: 1.811 6.798 10.368
P: -0.875 7.110 10.178
O: -0.585 8.283 9.244
N: -2.086 6.103 9.500
C: -1.809 5.304 8.271
C: -3.463 6.707 9.452
N: -1.348 7.471 11.765
C: -2.046 6.509 12.660
C: -0.783 8.654 12.382
H: 1.428 4.497 11.274
H: 0.772 4.312 9.706
H: -0.319 4.505 11.280
H: 2.051 7.106 9.350
H: 2.670 6.169 10.600
H: 1.833 7.687 10.999
H: -0.842 4.808 8.358
H: -2.639 4.603 8.186
H: -1.851 5.911 7.366
H: -3.487 7.339 10.340
H: -3.493 7.361 8.580
H: -4.282 5.989 9.450
H: -2.891 5.978 12.221
H: -1.240 5.868 13.014
H: -2.509 7.072 13.471
H: -1.659 9.122 12.831
H: -0.356 9.349 11.660
H: -0.085 8.431 13.189
C: -7.305 4.428 19.460
N: -6.053 5.274 19.398
C: -6.048 6.313 20.438
P: -5.083 5.221 17.947
O: -5.858 4.496 16.849
N: -4.365 6.788 17.537
C: -3.822 6.866 16.131
C: -4.256 7.995 18.298
N: -3.729 4.266 18.614
C: -2.600 4.897 19.212
C: -3.661 2.826 18.547
H: -7.473 4.154 20.502
H: -7.019 3.604 18.807
H: -8.073 4.942 18.882
H: -6.590 7.123 19.951
H: -5.053 6.743 20.545
H: -6.374 6.092 21.455
H: -3.062 6.084 16.135
H: -4.611 6.765 15.386
H: -3.389 7.865 16.076
H: -3.787 7.923 19.279
H: -3.774 8.835 17.799
H: -5.245 8.164 18.726
H: -2.837 4.752 20.266
H: -1.678 4.360 18.988
H: -2.550 5.979 19.091
H: -2.831 2.271 18.986
H: -3.381 2.589 17.521
H: -4.648 2.397 18.717

---

[4]
Below is a cluster of 10 separate species, C30H65IN2O15S6 in total at a distorted geometry, with properties calculated with wB97M-V/def2-TZVPD.

Energy relative to the best compared isomer or geometry (same formula, charge and spin) ... 72.1 kcal/mol
M ... 1013.155 g/mol
E_tot ... -138948.3466 eV
Orbital gap ... 7.52 eV
E_HOMO ... -7.76 eV

Positions of all 119 atoms, in Å:
C: 0.704 2.160 0.031
C: 0.334 0.941 0.974
O: 0.418 0.981 2.256
N: -0.454 -0.189 0.246
H: -1.488 -0.131 0.228
H: -0.069 -0.113 -0.877
C: -0.123 -1.439 0.767
H: 0.544 3.107 0.509
H: 0.078 2.173 -0.833
H: 1.696 1.945 -0.281
H: 0.822 -1.417 1.033
H: -0.166 -2.346 -0.135
H: -0.718 -1.911 1.632
C: 0.433 -0.812 -5.328
C: -0.701 -1.662 -4.776
O: -1.568 -2.049 -5.489
N: -0.529 -2.083 -3.401
H: 0.240 -2.648 -3.487
H: 0.008 -1.226 -2.975
C: -1.899 -2.250 -2.729
H: 0.336 -0.633 -6.466
H: 1.248 -1.166 -5.035
H: 0.541 0.228 -4.869
H: -2.534 -1.308 -2.804
H: -1.758 -2.472 -1.754
H: -2.417 -3.185 -3.084
I: -3.817 0.217 0.075
O: 0.709 -0.223 -2.191
H: 1.270 0.372 -2.757
C: -4.350 -4.990 2.095
C: -4.444 -6.263 1.382
C: -3.260 -6.320 0.685
S: -3.072 -4.713 -0.074
O: -3.689 -4.766 -1.362
O: -1.703 -4.303 0.027
C: -4.096 -3.890 1.052
H: -3.555 -5.013 2.784
H: -5.317 -5.024 2.573
H: -5.225 -6.509 0.970
H: -4.500 -7.019 2.311
H: -3.682 -6.982 -0.010
H: -2.255 -6.439 0.997
H: -4.963 -3.562 0.403
H: -3.497 -2.967 1.546
C: 1.278 -6.602 0.386
C: 0.613 -7.520 -0.727
C: 0.166 -6.536 -1.676
S: 1.501 -5.391 -1.818
O: 0.747 -4.180 -2.319
O: 2.547 -5.826 -2.595
C: 1.978 -5.402 -0.164
H: 2.010 -7.173 0.854
H: 0.484 -6.309 1.117
H: -0.223 -7.804 -0.144
H: 1.228 -8.160 -1.219
H: -0.847 -5.967 -1.364
H: -0.308 -6.966 -2.727
H: 1.707 -4.630 0.475
H: 3.269 -5.513 -0.188
C: 4.220 0.674 1.588
C: 3.985 -0.206 0.406
C: 3.993 -1.540 1.008
S: 5.351 -1.549 2.118
O: 6.605 -1.840 1.494
O: 4.973 -2.295 3.297
C: 5.338 0.244 2.439
H: 3.168 0.766 2.081
H: 4.366 1.820 1.413
H: 4.875 -0.097 0.008
H: 3.048 -0.105 -0.141
H: 4.335 -2.417 0.401
H: 3.112 -1.891 1.309
H: 6.347 0.421 1.976
H: 5.188 0.472 3.609
C: 3.548 3.478 4.653
C: 2.954 2.614 5.735
C: 1.586 2.738 5.706
S: 1.219 4.386 5.187
O: 0.778 5.087 6.341
O: 0.436 4.510 4.015
C: 2.778 4.855 4.721
H: 3.536 2.933 3.641
H: 4.740 3.672 4.722
H: 3.116 2.930 6.726
H: 3.478 1.676 5.540
H: 0.962 2.303 6.471
H: 0.942 2.069 4.972
H: 3.062 5.360 5.641
H: 3.051 5.101 3.762
C: -0.732 3.396 -4.979
C: -1.574 4.289 -4.125
C: -0.739 5.358 -3.823
S: 0.827 4.769 -3.349
O: 0.865 4.472 -1.960
O: 1.993 5.395 -4.036
C: 0.652 3.233 -4.105
H: -0.435 3.711 -5.976
H: -1.270 2.430 -4.908
H: -2.242 3.721 -3.265
H: -2.261 4.497 -4.692
H: -1.011 5.938 -3.209
H: -0.337 5.943 -4.754
H: 0.695 2.615 -3.353
H: 1.177 3.109 -4.987
C: -2.917 4.276 0.995
C: -4.069 5.050 1.531
C: -4.575 6.005 0.562
S: -3.133 6.307 -0.483
O: -2.800 7.685 -0.073
O: -3.378 6.206 -1.822
C: -2.007 5.203 0.222
H: -3.362 3.533 0.345
H: -2.587 3.632 1.793
H: -3.693 5.580 2.369
H: -4.816 4.342 2.034
H: -4.920 6.924 1.154
H: -5.369 5.600 -0.004
H: -1.322 5.701 0.816
H: -1.407 4.835 -0.477

---

Among the records above, which one has the highest E_HOMO?
C30H65IN2O15S6

---

Look up the E_tot of the third one.
-89281.9988 eV

---

The highest E_tot belongs to which entry?
C2H6O2SSi

---

What is the formula in the second record?
C2H6O2SSi